1.
Below is C7H5NO2 in the gas phase in a non-equilibrium geometry, with properties calculated with ωB97M-V/def2-TZVPD.

Geometry as XYZ:
```
15
Properties=species:S:1:pos:R:3:forces:R:3
C 1.30252 0.42338 -0.40591 1.97 -1.14 -1.42
C 0.96908 1.54904 0.16474 1.00 3.21 2.77
C -0.83405 0.06874 -1.72109 -0.93 -0.97 -4.50
C 0.16786 -0.42655 -0.81609 -0.24 -1.40 1.81
C -0.48636 1.61518 0.44633 0.72 -0.28 -1.01
C -0.94241 0.68428 -0.57464 -2.36 2.37 2.00
C -0.28889 -1.44903 1.35074 0.92 -1.19 0.40
N -0.13255 -1.59282 0.01187 0.82 0.11 -3.22
O -1.14997 2.15459 1.30647 -0.15 0.58 -0.15
O 0.18933 -0.50437 1.95787 -1.58 -2.12 0.26
H 2.31409 0.10271 -0.70054 -0.51 0.16 0.29
H 1.66782 2.36774 0.57858 -1.12 -1.53 -0.91
H -1.37316 -0.17699 -2.69774 0.85 -0.04 1.94
H -0.79974 -2.48749 1.61213 0.64 2.11 1.03
H -0.60358 -2.32841 -0.51270 -0.03 0.16 0.70
```
Positions in Å, forces in eV/Å.

The calculation puts the HOMO energy (alpha / beta) at -6.40 / -9.54 eV. For the energy relative to the best compared isomer or geometry (same formula, charge and spin), the calculation gives 128.4 kcal/mol. Its charge is 0. Its expectation value of S² is 2.02. The HOMO-LUMO gap (alpha / beta) is 6.96 / 6.44 eV. As for the spin multiplicity: 3.



2.
Below is C7H14O2 in the gas phase in a non-equilibrium geometry, with properties calculated with ωB97M-V/def2-TZVPD.

Geometry as XYZ:
```
23
Properties=species:S:1:pos:R:3:forces:R:3
C -3.40756 0.14804 -0.46222 -0.20 -0.02 0.04
C -2.36021 0.73443 0.08693 0.99 -0.78 0.74
C -1.12400 -0.04275 0.62455 -1.55 1.15 -0.83
C 0.08999 0.29843 -0.22042 1.50 -1.51 0.70
C 0.64160 1.67630 0.11706 -0.08 -0.21 -0.18
C 1.19008 -0.85888 0.04184 -0.21 1.13 -0.74
C 2.54205 -0.51253 -0.58284 -0.34 -0.19 0.18
O 0.80007 -2.06552 -0.56844 -0.09 -0.12 -0.12
O 1.31476 -1.03984 1.43239 -0.20 0.19 0.18
H -3.46685 -0.92474 -0.57147 0.05 -0.18 0.03
H -4.27301 0.70164 -0.79061 -0.03 0.16 -0.14
H -2.33072 1.81173 0.18842 -0.03 0.09 0.01
H -1.36604 -1.10581 0.58502 -0.01 0.00 0.11
H -0.93838 0.24523 1.66016 0.00 -0.15 0.02
H -0.15815 0.23094 -1.28415 0.05 -0.05 0.09
H 1.01745 1.68435 1.13748 0.04 0.06 0.12
H 1.44705 1.95241 -0.55827 0.08 0.08 -0.02
H -0.13953 2.42594 0.02104 -0.04 0.13 0.04
H 2.40922 -0.20373 -1.61522 0.04 0.04 -0.13
H 3.02927 0.27547 -0.01717 0.00 0.09 0.00
H 3.17165 -1.40181 -0.56764 0.05 -0.04 -0.01
H -0.07567 -2.31535 -0.25087 0.05 0.07 0.04
H 1.98691 -1.71395 1.59444 -0.06 0.06 -0.12
```
Positions in Å, forces in eV/Å.

The calculation puts the HOMO energy at -9.66 eV. For the energy relative to the best compared isomer or geometry (same formula, charge and spin), the calculation gives 16.1 kcal/mol. Its charge is 0. The SMILES is C=CC[C@@H](C)C(C)(O)O. The HOMO-LUMO gap is 10.50 eV.